Record 1
The following is a DFT calculation (ωB97M-V/def2-TZVPD) of the molecule C7H13N2O4P at a distorted geometry.

Results
- Relative energy (zero: lowest compared OMol25 entry of this formula, charge and spin): 876.5 kJ/mol
- Lowest unoccupied orbital energy: -0.088 eV
- E_HOMO: -9.17 eV

Geometry as XYZ:
```
27
Properties=species:S:1:pos:R:3:lowdin_charge:R:1
C 1.261 -3.065 0.314 -0.02
C 1.544 -1.618 0.084 -0.11
C 0.386 -0.420 0.159 -0.22
C -0.784 -0.480 -1.029 -0.20
C -2.321 -0.925 -0.560 -0.11
O -3.172 0.275 -0.610 -0.22
O -4.061 0.296 0.343 -0.06
N -0.992 0.990 -1.375 0.00
C -0.421 1.916 -0.289 -0.20
O -0.921 3.041 0.233 0.03
C 0.960 1.120 0.096 -0.48
N 2.063 1.472 -0.887 0.01
P 1.718 1.533 1.827 0.79
O 1.285 2.977 2.349 -0.52
H 0.293 -3.498 0.822 0.07
H 2.085 -3.831 -0.052 0.07
H 2.657 -1.302 -0.209 0.11
H -0.258 -0.456 1.163 0.14
H -0.442 -1.014 -2.031 0.16
H -2.725 -1.763 -1.305 0.14
H -2.229 -1.426 0.495 0.13
H -3.677 0.032 1.231 0.13
H -0.726 1.284 -2.351 0.14
H 1.746 2.269 -1.497 0.10
H 2.325 0.642 -1.465 0.07
H 3.178 1.435 1.784 0.02
H 1.227 0.517 2.759 0.01
```

Record 2
The following is a DFT calculation (ωB97M-V/def2-TZVPD) of a cluster of 2 separate species, C7H13N2OP3 in total at a distorted geometry.

Results
- Relative energy (zero: lowest compared OMol25 entry of this formula, charge and spin): 0.0 kJ/mol
- Lowest unoccupied orbital energy (alpha / beta): -0.317 / -2.176 eV
- <S²>: 2.012
- E_HOMO (alpha / beta): -6.91 / -8.17 eV
- Multiplicity: 3

Geometry as XYZ:
```
26
Properties=species:S:1:pos:R:3:lowdin_charge:R:1
C -0.657 0.738 1.241 -0.05
C 0.575 1.134 1.140 -0.07
C -0.548 -0.430 -0.878 -0.12
C -1.247 -0.010 0.147 -0.39
C 0.912 -0.279 -0.937 -0.19
C 1.418 0.919 -0.072 -0.47
C -3.475 0.691 0.322 -0.15
N -2.574 -0.397 0.278 -0.46
N 2.816 0.830 0.266 -0.38
O 4.311 -2.352 0.012 -0.64
P 3.186 -1.927 0.823 0.78
P -3.013 -2.019 -0.327 0.87
P 4.177 1.067 -0.668 0.73
H -1.272 1.100 1.992 0.09
H 1.155 1.771 1.851 0.13
H -0.860 -1.206 -1.548 0.07
H 1.394 -1.210 -0.368 0.01
H 1.273 -0.367 -2.065 0.15
H 1.222 1.914 -0.581 0.17
H -3.742 1.020 -0.679 0.07
H -4.255 0.362 1.036 0.08
H -2.775 1.680 0.691 0.15
H -4.279 -2.015 0.413 -0.08
H -3.575 -1.670 -1.463 -0.16
H 5.150 1.035 0.483 -0.08
H 4.684 -0.377 -1.110 -0.06
```

Record 3
The following is a DFT calculation (ωB97M-V/def2-TZVPD) of the ion C7H13N2S with charge +1 at a distorted geometry.

Results
- Relative energy (zero: lowest compared OMol25 entry of this formula, charge and spin): 270.9 kJ/mol
- Lowest unoccupied orbital energy: -3.196 eV
- Charge: +1
- E_HOMO: -12.61 eV

Geometry as XYZ:
```
23
Properties=species:S:1:pos:R:3:lowdin_charge:R:1
C -0.830 0.543 -2.492 -0.03
C -0.286 -0.546 -1.655 -0.38
C 0.325 -1.665 -2.304 -0.11
C 0.724 -2.679 -1.453 -0.32
S 0.470 -2.109 0.143 1.03
C -0.200 -0.590 -0.358 -0.43
C -0.527 0.602 0.795 -0.23
N -0.983 -0.080 1.930 0.16
C 0.859 1.267 1.236 -0.23
N 1.130 1.101 2.610 -0.02
H -0.519 0.507 -3.501 0.07
H -1.938 0.552 -2.453 0.11
H -0.655 1.534 -2.181 0.06
H 0.231 -1.799 -3.433 0.15
H 1.083 -3.598 -1.505 0.02
H -1.242 1.410 0.351 0.18
H -1.786 0.321 2.445 0.21
H -1.025 -1.071 1.688 0.11
H -0.203 -0.071 2.541 0.09
H 1.708 0.911 0.630 0.13
H 0.645 2.451 0.971 0.17
H 0.913 1.980 3.221 0.16
H 2.105 1.030 2.775 0.09
```

Record 4
The following is a DFT calculation (ωB97M-V/def2-TZVPD) of the ion C7H13N3 with charge +2 at a distorted geometry.

Results
- Relative energy (zero: lowest compared OMol25 entry of this formula, charge and spin): 302.8 kJ/mol
- Lowest unoccupied orbital energy: -10.466 eV
- Charge: +2
- E_HOMO: -19.44 eV

Geometry as XYZ:
```
23
Properties=species:S:1:pos:R:3:lowdin_charge:R:1
C 3.123 -0.206 -0.509 0.04
N 1.783 0.288 -0.274 0.15
C 0.638 -0.269 -0.012 -0.13
N 0.400 -1.624 0.132 0.22
C -0.873 -2.022 0.156 -0.01
N -1.780 -1.208 -0.279 0.23
C -1.556 0.081 -0.439 -0.22
C -2.291 0.958 -1.344 0.05
C -0.464 0.723 0.321 -0.23
C -0.798 0.806 1.809 0.02
H 3.650 0.620 -0.964 0.12
H 3.334 -1.107 -1.106 0.13
H 3.478 -0.594 0.363 0.08
H 1.572 1.275 -0.254 0.18
H 1.031 -2.385 0.336 0.20
H -1.049 -2.978 0.435 0.15
H -2.416 0.498 -2.474 0.20
H -1.682 1.820 -1.526 0.09
H -3.407 0.888 -1.059 0.17
H -0.366 1.801 0.042 0.18
H 0.174 1.132 2.341 0.14
H -1.136 -0.181 2.261 0.13
H -1.364 1.682 2.043 0.10
```

Record 5
The following is a DFT calculation (ωB97M-V/def2-TZVPD) of a cluster of 2 separate species, C7H13N3O in total at a distorted geometry.

Results
- Relative energy (zero: lowest compared OMol25 entry of this formula, charge and spin): 14.4 kJ/mol
- Lowest unoccupied orbital energy: 0.639 eV
- E_HOMO: -8.49 eV

Geometry as XYZ:
```
24
Properties=species:S:1:pos:R:3:lowdin_charge:R:1
C -1.565 2.404 -0.349 -0.05
C -1.234 1.827 0.979 -0.37
C -0.024 1.698 1.589 -0.07
N -0.275 1.048 2.773 0.04
C -1.606 0.814 2.816 -0.22
N -2.218 1.255 1.754 0.09
H -0.839 3.048 -0.838 0.07
H -2.495 2.959 -0.252 0.07
H -1.831 1.608 -1.046 0.07
H 0.955 2.063 1.318 0.12
H 0.413 0.734 3.433 0.14
H -2.071 0.278 3.628 0.11
C 0.268 -1.078 -2.693 -0.10
C 0.566 -1.937 -1.487 -0.18
C 1.806 -1.432 -0.734 -0.55
N 2.203 -2.301 0.251 0.14
O 2.302 -0.339 -0.884 0.05
H 0.777 -1.451 -3.580 0.07
H 0.590 -0.053 -2.538 0.07
H -0.779 -1.094 -2.999 0.07
H -0.256 -2.029 -0.778 0.11
H 0.844 -2.953 -1.800 0.11
H 2.935 -2.070 0.904 0.10
H 1.534 -3.003 0.531 0.09
```

Record 6
The following is a DFT calculation (ωB97M-V/def2-TZVPD) of a structure of composition C7H13N3O4 at a distorted geometry.

Results
- Relative energy (zero: lowest compared OMol25 entry of this formula, charge and spin): 554.0 kJ/mol
- Lowest unoccupied orbital energy: 0.313 eV
- E_HOMO: -8.79 eV

Geometry as XYZ:
```
27
Properties=species:S:1:pos:R:3:lowdin_charge:R:1
C 0.617 1.467 -0.926 -0.17
C -0.548 1.214 0.119 -0.48
C 1.518 0.264 -1.225 -0.14
C 2.100 -0.117 0.169 -0.16
C 3.138 -1.101 0.157 -0.57
C -2.628 0.262 0.628 -0.10
C -3.403 -0.898 -0.016 -0.41
H 2.290 2.992 -0.531 0.11
H 1.304 2.939 0.721 0.06
H 0.449 1.924 -1.894 0.13
H 2.258 0.402 -1.894 0.08
H 0.889 -0.507 -1.549 0.09
H 1.254 -0.320 0.907 0.13
H 2.737 0.942 0.321 0.19
H 2.573 -1.601 2.345 0.23
H 4.196 -2.476 1.548 0.12
H -1.030 -0.783 -0.580 0.22
H -3.238 1.267 0.726 0.18
H -2.353 0.046 1.660 0.13
H -5.166 -1.503 -0.575 0.22
N 1.607 2.334 -0.032 -0.04
N 3.548 -1.600 1.425 0.03
N -1.427 0.205 -0.162 0.03
O -0.803 2.036 0.947 0.08
O 3.878 -1.470 -0.805 -0.02
O -2.913 -1.739 -0.816 0.04
O -4.790 -0.882 0.267 0.01
```

Record 7
The following is a DFT calculation (ωB97M-V/def2-TZVPD) of the molecule C7H13NO at a distorted geometry.

Results
- Relative energy (zero: lowest compared OMol25 entry of this formula, charge and spin): 162.3 kJ/mol
- Lowest unoccupied orbital energy: 0.957 eV
- E_HOMO: -8.52 eV

Geometry as XYZ:
```
22
Properties=species:S:1:pos:R:3:lowdin_charge:R:1
C 0.436 1.569 1.251 -0.04
C -0.316 0.514 0.485 -0.36
C -1.824 0.510 0.456 -0.03
C -1.201 -0.554 1.308 -0.20
O -0.964 -1.814 0.800 -0.08
C -0.437 -1.738 -0.489 -0.10
C 0.325 -0.240 -0.637 -0.47
C 1.841 -0.392 -0.491 -0.04
N -0.080 0.272 -1.937 0.07
H 1.317 1.158 1.756 0.08
H -0.202 2.008 2.022 0.08
H 0.767 2.367 0.578 0.08
H -2.298 0.227 -0.472 0.11
H -2.327 1.302 0.993 0.11
H -1.284 -0.554 2.385 0.15
H -1.218 -1.703 -1.250 0.11
H 0.235 -2.582 -0.632 0.12
H 2.222 -1.082 -1.247 0.08
H 2.098 -0.774 0.497 0.09
H 2.339 0.570 -0.638 0.08
H 0.252 1.224 -2.060 0.08
H 0.318 -0.287 -2.678 0.08
```

Record 8
The following is a DFT calculation (ωB97M-V/def2-TZVPD) of the molecule C7H13NO at a distorted geometry.

Results
- Relative energy (zero: lowest compared OMol25 entry of this formula, charge and spin): 461.8 kJ/mol
- Lowest unoccupied orbital energy: 0.957 eV
- E_HOMO: -8.33 eV

Geometry as XYZ:
```
22
Properties=species:S:1:pos:R:3:lowdin_charge:R:1
C -1.237 1.113 -1.542 0.05
C -0.293 0.219 -1.144 -0.35
C 0.909 -0.091 -1.998 -0.06
C -0.585 -0.811 -0.095 -0.35
C -1.460 -1.800 -0.330 0.07
N 0.071 -0.509 1.076 -0.02
C -0.421 -0.877 2.385 -0.05
O 0.279 1.098 0.841 -0.18
C 1.630 1.530 0.863 -0.11
H -2.096 1.325 -0.916 0.07
H -1.118 1.684 -2.455 0.06
H 1.750 -0.431 -1.389 0.08
H 0.673 -0.904 -2.690 0.09
H 1.234 0.783 -2.569 0.08
H -1.791 -2.471 0.452 0.05
H -1.924 -1.883 -1.307 0.07
H -1.493 -1.094 2.401 0.08
H 0.113 -1.781 2.708 0.09
H -0.193 -0.108 3.128 0.09
H 2.339 0.721 1.071 0.09
H 1.873 1.975 -0.106 0.08
H 1.740 2.313 1.618 0.08
```

Record 9
The following is a DFT calculation (ωB97M-V/def2-TZVPD) of the molecule C7H13NO at a distorted geometry.

Results
- Relative energy (zero: lowest compared OMol25 entry of this formula, charge and spin): 422.4 kJ/mol
- Lowest unoccupied orbital energy: 0.807 eV
- E_HOMO: -8.04 eV

Geometry as XYZ:
```
22
Properties=species:S:1:pos:R:3:lowdin_charge:R:1
H 2.294 -0.127 0.164 0.04
N 1.878 -1.018 0.422 0.10
C 0.608 -1.054 0.341 -0.40
C -0.157 -2.273 0.773 -0.04
C -0.237 -0.269 -1.142 -0.21
C 0.834 0.394 -1.985 -0.08
C -1.047 0.573 -0.324 -0.20
C -2.243 1.125 -0.296 0.09
O -0.371 0.378 1.160 -0.21
C 0.439 1.437 1.663 -0.09
H -1.221 -2.170 0.567 0.08
H 0.238 -3.145 0.250 0.09
H -0.022 -2.419 1.847 0.08
H -0.801 -1.040 -1.668 0.13
H 1.637 -0.315 -2.209 0.08
H 0.423 0.785 -2.921 0.08
H 1.293 1.241 -1.469 0.07
H -2.790 1.262 -1.223 0.07
H -2.687 1.489 0.622 0.08
H -0.222 2.196 2.086 0.09
H 1.090 1.050 2.449 0.09
H 1.064 1.900 0.893 0.08
```

Record 10
The following is a DFT calculation (ωB97M-V/def2-TZVPD) of a structure of composition C7H13NO at a distorted geometry.

Results
- Relative energy (zero: lowest compared OMol25 entry of this formula, charge and spin): 832.9 kJ/mol
- Lowest unoccupied orbital energy: 0.600 eV
- E_HOMO: -9.16 eV

Geometry as XYZ:
```
22
Properties=species:S:1:pos:R:3:lowdin_charge:R:1
C 2.419 -0.735 -0.466 -0.10
C 1.141 -0.381 0.232 -0.41
C 0.020 -1.506 0.339 0.01
C -0.901 -0.201 -0.041 -0.59
C -1.371 0.468 1.247 -0.05
C -1.940 -0.761 -0.787 -0.26
C 0.029 1.829 -0.639 -0.11
H 2.216 -1.182 -1.442 0.06
H 2.872 0.366 -0.567 0.10
H 3.272 -1.464 -0.024 0.12
H 1.425 -0.005 1.397 0.19
H -0.050 -1.617 1.504 0.14
H -0.265 -2.339 -0.408 0.14
H -2.086 -0.004 1.856 0.06
H -0.432 0.568 1.928 0.10
H -1.730 1.595 0.968 0.09
H -1.748 -1.053 -1.885 0.16
H -0.637 1.856 -1.852 0.17
H -0.768 2.528 0.267 0.13
H 1.471 2.282 -0.403 0.18
N 0.214 0.387 -0.608 -0.18
O -3.149 -0.633 -0.616 0.05
```